Record 1
Entry from the Open Molecules 2025 dataset: C22H23ClN4O2 as an isolated structure (wB97M-V/def2-TZVPD).

Results
relative energy (zero: lowest compared OMol25 entry of this formula, charge and spin): 428.5 kcal/mol
HOMO-LUMO gap: 8.9487 eV

Geometry (Å):
C1 3.754 -2.623 -1.852
C2 2.595 -3.198 -2.395
C3 2.548 -3.690 -3.727
C4 1.571 -4.491 -4.242
C5 0.588 -4.605 -3.556
C6 0.356 -4.149 -2.242
C7 1.461 -3.634 -1.610
C8 1.445 -2.887 -0.414
H1 2.367 -3.160 0.082
H2 1.309 -1.836 -0.236
H3 0.417 -3.424 0.139
O1 -0.905 -4.104 -1.701
C9 -1.731 -3.319 -2.058
C10 -1.921 -1.822 -1.792
O2 -1.972 -0.954 -2.735
N1 -1.506 -1.726 -0.451
N2 -1.046 -0.480 0.247
C11 -1.256 0.616 -0.384
C12 -0.969 2.036 0.257
C13 -0.525 1.940 1.628
N3 -0.182 3.343 1.738
N4 -0.720 3.910 0.747
C14 -1.086 3.226 -0.199
C15 -1.515 3.571 -1.466
H4 -2.446 3.570 -1.963
H5 -0.772 3.350 -2.268
H6 -1.158 4.744 -1.487
C16 0.090 4.082 2.918
C17 -0.309 5.129 3.289
C18 0.133 5.932 4.449
C19 0.988 5.450 5.152
C20 1.658 4.164 4.856
C21 1.118 3.453 3.847
H7 1.709 2.422 3.637
H8 2.364 3.643 5.622
H9 1.190 5.991 6.070
H10 -0.183 7.052 4.461
H11 -1.149 5.550 2.734
Cl1 -0.250 0.779 2.718
H12 -1.766 0.743 -1.515
H13 -1.314 -2.443 0.269
H14 -3.028 -3.942 -1.529
H15 -2.015 -3.578 -3.169
C22 -0.670 -5.553 -4.047
H16 -1.386 -4.904 -4.938
H17 -1.377 -5.697 -3.185
H18 -0.320 -6.312 -4.505
H19 1.692 -4.951 -5.082
H20 3.482 -3.656 -4.458
H21 4.159 -3.303 -1.194
H22 4.530 -2.438 -2.752
H23 3.517 -1.576 -1.595

***

Record 2
Entry from the Open Molecules 2025 dataset: C22H23Co2N4O6 as an isolated structure (wB97M-V/def2-TZVPD).

Results
HOMO-LUMO gap: 2.7707 eV
net charge: -1

Geometry (Å):
C1 -3.722 -0.886 0.207
C2 -3.101 -1.395 -1.087
N1 -1.865 -2.175 -0.922
C3 -1.837 -3.426 -1.649
C4 -0.785 -4.382 -1.128
N2 0.454 -3.708 -0.839
C5 1.607 -4.563 -0.700
C6 2.805 -3.855 -0.107
N3 2.919 -2.501 -0.579
C7 4.231 -1.862 -0.418
C8 4.588 -0.983 -1.605
C9 1.783 -1.730 -0.540
C10 1.827 -0.367 -0.273
N4 0.688 0.357 -0.117
C11 -0.540 -0.186 -0.365
C12 -0.666 -1.556 -0.658
C13 0.517 -2.362 -0.690
H1 -4.704 -0.457 -0.030
H2 -3.885 -1.709 0.914
H3 -3.115 -0.111 0.686
H4 -3.810 -2.074 -1.576
H5 -2.907 -0.550 -1.768
H6 -2.832 -3.875 -1.559
H7 -1.653 -3.234 -2.722
H8 -1.161 -4.908 -0.234
H9 -0.595 -5.144 -1.890
H10 1.326 -5.405 -0.058
H11 1.867 -4.977 -1.687
H12 2.738 -3.882 0.995
H13 3.714 -4.389 -0.397
H14 4.227 -1.265 0.507
H15 4.966 -2.667 -0.312
H16 5.562 -0.516 -1.431
H17 4.658 -1.582 -2.519
H18 3.850 -0.195 -1.773
H19 2.746 0.186 -0.095
H20 -1.383 0.511 -0.356
O1 -0.949 3.244 5.111
C14 -1.221 3.737 4.102
Co1 -1.542 4.566 2.589
C15 -3.153 3.925 2.200
O2 -4.241 3.573 2.046
C16 -1.678 5.979 3.615
O3 -1.782 6.932 4.260
C17 -0.173 3.381 1.818
C18 -0.078 2.653 0.676
C19 0.938 1.752 0.117
Co2 -0.786 4.258 0.319
C20 -2.191 3.604 -0.514
O4 -3.088 3.183 -1.116
C21 0.114 5.118 -0.934
O5 0.692 5.759 -1.702
C22 -1.445 5.859 0.957
O6 -1.716 6.978 0.739
H21 0.668 3.320 2.538
H22 1.301 2.207 -0.830
H23 1.816 1.795 0.781

***

Record 3
Entry from the Open Molecules 2025 dataset: C22H23F3N3NiOS as an isolated structure (wB97M-V/def2-TZVPD).

Results
relative energy (zero: lowest compared OMol25 entry of this formula, charge and spin): 8.1 kcal/mol
HOMO-LUMO gap (alpha / beta): 8.9770 / 9.2694 eV
net charge: +1

Geometry (Å):
Ni1 -1.768 1.224 1.218
N1 -0.950 2.523 2.598
C1 -1.434 3.867 2.231
C2 -2.929 3.783 2.071
N2 -3.222 2.694 1.119
H1 -1.253 2.276 3.532
H2 0.061 2.480 2.585
H3 -0.977 4.131 1.277
H4 -1.161 4.628 2.960
H5 -3.336 4.738 1.748
H6 -3.389 3.533 3.028
H7 -3.153 3.019 0.160
H8 -4.161 2.335 1.224
O1 -0.048 1.707 0.060
S1 0.832 1.944 -1.144
C3 2.315 1.035 -0.783
C4 2.364 0.232 0.342
C5 3.532 -0.476 0.605
C6 4.623 -0.362 -0.245
C7 4.559 0.464 -1.364
C8 3.401 1.174 -1.638
C9 0.205 0.961 -2.474
C10 0.100 -0.424 -2.372
C11 -0.423 -1.130 -3.438
C12 -0.823 -0.459 -4.593
C13 -0.711 0.921 -4.685
C14 -0.197 1.644 -3.614
H9 1.500 0.172 0.996
H10 3.589 -1.118 1.478
H11 5.532 -0.912 -0.034
H12 5.415 0.557 -2.021
H13 3.340 1.820 -2.509
H14 0.413 -0.937 -1.467
H15 -0.518 -2.208 -3.376
H16 -1.229 -1.021 -5.426
H17 -1.026 1.436 -5.585
H18 -0.114 2.726 -3.660
F1 -2.671 0.940 -1.300
C15 -2.722 0.243 -0.126
F2 -4.047 0.096 0.153
F3 -2.265 -1.001 -0.419
N3 -1.069 -0.411 2.093
C16 -0.674 -1.479 2.004
C17 -0.167 -2.827 1.883
C18 0.988 -3.196 2.570
C19 1.482 -4.480 2.414
C20 0.826 -5.378 1.577
C21 -0.326 -5.002 0.899
C22 -0.831 -3.721 1.048
H19 1.481 -2.484 3.223
H20 2.375 -4.784 2.947
H21 1.220 -6.380 1.453
H22 -0.834 -5.709 0.255
H23 -1.724 -3.405 0.524